ORCA calculation (wB97M-V/def2-TZVPD) on a 8-piece molecular cluster, C22H46O8 overall at a distorted geometry.

Output
E_LUMO   0.2573 eV
HOMO level   -9.311 eV
Spin multiplicity   1
Energy relative to the best compared isomer or geometry (same formula, charge and spin)   73.9 kJ/mol
Total charge   0

Cartesian coordinates (Å):
C (-1.68099, -4.51664, -0.98968)
C (-0.64525, -5.35029, -0.31010)
O (-0.95041, -6.15072, 0.56812)
C (0.71347, -5.37368, -0.93975)
H (-1.57789, -3.44172, -0.84128)
H (-2.65413, -4.80640, -0.59325)
H (-1.81663, -4.72234, -2.05146)
H (1.08076, -4.37429, -1.17302)
H (0.56956, -5.98882, -1.82800)
H (1.32642, -5.89962, -0.20778)
C (3.56866, 2.29029, 0.74509)
C (2.70688, 2.78872, 1.85360)
O (1.71839, 2.07571, 2.13442)
C (3.03929, 4.08116, 2.53499)
H (4.51721, 1.93566, 1.14832)
H (3.68734, 3.15238, 0.08873)
H (2.96966, 1.57304, 0.18397)
H (2.43337, 4.19811, 3.43348)
H (2.83512, 4.92900, 1.88109)
H (4.09182, 4.14848, 2.81024)
C (0.26504, 0.25053, 4.72731)
C (1.58410, 0.40444, 5.43921)
O (2.16332, -0.58168, 5.90268)
C (2.09642, 1.85802, 5.65715)
H (-0.52095, 0.87289, 5.15509)
H (0.03283, -0.81347, 4.68165)
H (0.39863, 0.48711, 3.67171)
H (3.18423, 1.92445, 5.63812)
H (1.74741, 2.15656, 6.64567)
H (1.63837, 2.54180, 4.94250)
C (1.02311, -3.00416, 1.94231)
C (2.49939, -2.98926, 1.47917)
O (3.29097, -3.69605, 2.03641)
C (2.86801, -2.08494, 0.25673)
H (0.84860, -2.16754, 2.61885)
H (0.71517, -3.93816, 2.41233)
H (0.26768, -2.77269, 1.19141)
H (2.08252, -2.04375, -0.49786)
H (3.81168, -2.34900, -0.22062)
H (2.96733, -1.09783, 0.70821)
C (-3.25965, 2.48227, -0.57418)
C (-2.86591, 3.90671, -0.43818)
O (-3.64774, 4.73644, -0.05390)
C (-1.37697, 4.20190, -0.40054)
H (-4.32837, 2.40050, -0.77233)
H (-2.93584, 1.96554, 0.32928)
H (-2.82120, 2.10585, -1.49838)
H (-0.69852, 3.37511, -0.61086)
H (-1.11582, 4.53399, 0.60425)
H (-1.11182, 4.90272, -1.19215)
C (0.82300, 2.33655, -3.07704)
C (-0.33802, 1.53996, -3.65765)
O (-1.45057, 1.98949, -3.69656)
C (-0.02190, 0.16635, -4.14271)
H (0.46872, 3.22405, -2.55271)
H (1.48875, 2.71541, -3.85250)
H (1.38464, 1.82957, -2.29242)
H (0.34538, -0.44693, -3.31985)
H (0.70440, 0.24013, -4.95212)
H (-0.95884, -0.16314, -4.59180)
C (-4.66151, -0.18986, -2.96847)
C (-3.41118, -1.05876, -2.73860)
O (-2.76545, -0.91534, -1.73586)
C (-2.87085, -1.91030, -3.85923)
H (-4.33756, 0.79910, -3.29267)
H (-5.20418, -0.17090, -2.02335)
H (-5.26406, -0.65916, -3.74616)
H (-2.84954, -1.25788, -4.73216)
H (-3.56124, -2.72589, -4.07435)
H (-1.89574, -2.30392, -3.57234)
C (0.14149, 0.00692, 0.33784)
O (-0.01280, -0.97193, -0.64857)
H (-0.71752, 0.67642, 0.38208)
H (0.15361, -0.44831, 1.32815)
H (1.03040, 0.58494, 0.08517)
H (-0.95401, -1.00304, -0.83502)